Record 1
Here is 2 unconnected molecules or ions with the total composition C6H14BrN2O3 from OMol25. Energies are from ωB97M-V with the def2-TZVPD basis set.

The geometry in XYZ format:
```
26
Properties=species:S:1:pos:R:3:nbo_charge:R:1
C 0.781 -1.441 1.549 -0.43
Br -2.499 1.860 -4.723 -0.93
H 1.191 -2.405 1.862 0.20
H 1.147 -2.350 -0.348 0.18
O 0.772 -0.417 -0.703 -0.53
C -0.415 -1.150 2.457 -0.40
H 1.029 2.134 -3.277 0.15
H -0.538 -1.926 -0.122 0.20
H -1.274 -1.739 2.136 0.21
H 1.719 0.665 -2.602 0.15
H -0.162 -1.525 3.454 0.19
H 1.580 -0.714 1.667 0.22
C 0.481 -1.588 0.057 -0.07
H 0.225 0.473 -4.649 0.36
N 0.286 1.251 2.356 -0.83
N -0.052 0.345 -3.684 -0.92
O -1.333 0.287 -0.372 -0.63
C -0.821 0.322 2.629 -0.22
C -0.258 0.433 -0.872 1.01
H -1.034 0.717 -3.665 0.42
O 0.088 1.474 -1.623 -0.51
H -1.682 0.579 2.019 0.22
H 1.094 0.948 2.891 0.33
C 0.777 1.163 -2.843 0.11
H 0.048 2.159 2.737 0.35
H -1.150 0.443 3.670 0.15
```

Net charge = -1
LUMO level = 2.855 eV
Spin multiplicity = 1
DFT total energy = -85616.4349 eV

---

Record 2
Here is 5 unconnected molecules or ions with the total composition C2H15NO5 from OMol25. Energies are from ωB97M-V with the def2-TZVPD basis set.

The geometry in XYZ format:
```
23
Properties=species:S:1:pos:R:3:nbo_charge:R:1
H 1.946 1.941 0.041 0.45
H -1.694 -0.991 -0.894 0.34
H 2.554 2.829 -0.969 0.48
H 0.169 -2.957 -0.960 0.19
H 0.790 -1.929 1.452 0.17
C -0.180 -2.067 0.980 -0.08
H -0.890 -1.352 1.390 0.18
O 0.045 1.912 -2.611 -0.95
H 1.118 -1.585 -0.659 0.19
H -0.631 1.993 -1.934 0.48
O -1.829 1.929 0.176 -0.97
H -1.096 -3.823 0.788 0.46
O -0.592 -3.353 1.459 -0.73
C 0.114 -1.976 -0.521 -0.25
H 0.944 0.847 1.213 0.45
H -0.449 1.824 -3.432 0.48
H -0.334 -0.172 -1.367 0.37
H -2.246 1.153 -0.186 0.48
N -0.764 -1.073 -1.254 -0.85
H 1.213 0.601 2.638 0.47
O 2.712 2.498 -0.080 -0.92
H -1.975 2.071 1.111 0.50
O 0.482 0.836 2.050 -0.92
```

LUMO level = 0.320 eV
Spin multiplicity = 1
Energy relative to the best compared isomer or geometry (same formula, charge and spin) = 143.2 kJ/mol
DFT total energy = -14043.9465 eV

---

Record 3
Here is C5H12N2O in the gas phase from OMol25. Energies are from ωB97M-V with the def2-TZVPD basis set.

The geometry in XYZ format:
```
20
Properties=species:S:1:pos:R:3:nbo_charge:R:1
N 1.449 2.073 -0.373 -0.84
H 1.750 -1.877 1.023 0.22
H -0.800 -1.952 1.606 0.21
C -0.325 0.448 -0.642 0.68
H 0.351 1.374 1.227 0.18
H 1.426 -1.679 2.582 0.21
C -1.478 -1.641 -0.674 -0.42
H 1.720 -0.167 1.836 0.23
C 0.185 1.606 0.168 -0.31
H -2.470 -1.697 -0.222 0.19
H -1.584 -1.541 -1.746 0.25
C -0.237 -1.048 1.395 -0.21
H -0.602 2.374 0.248 0.20
H -0.594 -0.249 2.056 0.19
O -0.505 0.560 -1.838 -0.62
C 1.267 -1.123 1.637 -0.64
H 1.557 3.077 -0.277 0.36
H -1.088 -2.670 -0.643 0.19
N -0.557 -0.748 0.002 -0.45
H 1.577 1.834 -1.345 0.38
```

LUMO level = 0.937 eV
Spin multiplicity = 1
Energy relative to the best compared isomer or geometry (same formula, charge and spin) = 153.4 kJ/mol
DFT total energy = -10406.8337 eV

---

Record 4
Here is 2 unconnected molecules or ions with the total composition C5H13NO from OMol25. Energies are from ωB97M-V with the def2-TZVPD basis set.

The geometry in XYZ format:
```
20
Properties=species:S:1:pos:R:3:nbo_charge:R:1
H 2.299 -0.474 -0.058 0.34
H -0.633 -0.902 -0.213 0.19
C 0.280 -0.161 -0.351 -0.20
N 1.426 -0.919 0.336 -0.65
C 0.645 0.046 -1.843 -0.47
C 0.025 1.411 -2.319 -0.18
H 0.609 2.271 -2.758 0.21
H 2.454 -2.768 -0.192 0.19
H 1.721 0.157 -1.961 0.20
H -2.087 1.074 -1.955 0.19
H 0.308 -0.934 -2.233 0.22
H 0.256 0.710 0.217 0.20
H -1.754 2.249 -2.976 0.18
H -2.571 1.598 5.258 0.46
H -1.940 0.263 5.421 0.47
C -1.276 1.501 -2.365 -0.40
O -2.247 0.933 4.735 -0.92
H 1.350 -2.990 1.204 0.19
C 1.537 -2.505 0.264 -0.42
H 0.715 -3.039 -0.306 0.18
```

LUMO level = 1.040 eV
Spin multiplicity = 1
Energy relative to the best compared isomer or geometry (same formula, charge and spin) = 389.9 kJ/mol
DFT total energy = -8929.9695 eV